[1]
Below is a molecular structure, C59H38F15GeKO2P2S5, with properties calculated with ωB97M-V/def2-TZVPD.

Positions of all 123 atoms, in Å:
K1 0.2834 -0.1325 -0.0808
S1 -1.4103 -2.0844 2.4014
P1 -2.0774 -0.1743 2.6153
C1 -1.5904 0.9250 1.4729
P2 -1.1498 2.5183 1.7204
S2 -0.1181 3.3732 0.2235
C2 -0.0809 2.7868 3.2079
C3 -0.4556 3.5070 4.3336
C4 0.4326 3.6996 5.3863
C5 1.7119 3.1780 5.3242
C6 2.0960 2.4453 4.2049
C7 1.2073 2.2522 3.1660
C8 -2.5564 3.6783 2.1113
C9 -2.4343 5.0515 1.9130
C10 -3.4831 5.9087 2.2017
C11 -4.6860 5.4057 2.6841
C12 -4.8273 4.0385 2.8654
C13 -3.7671 3.1894 2.5781
C14 -1.7899 0.2530 4.3935
C15 -2.7007 0.9786 5.1561
C16 -2.4154 1.3400 6.4652
C17 -1.1956 0.9987 7.0277
C18 -0.2716 0.2900 6.2719
C19 -0.5724 -0.0874 4.9756
C20 -3.9254 -0.4363 2.5979
C21 -4.6266 -1.1017 3.5990
C22 -5.9871 -1.3380 3.4812
C23 -6.6706 -0.9261 2.3434
C24 -5.9784 -0.2699 1.3353
C25 -4.6212 -0.0240 1.4665
H1 -1.4554 3.9176 4.4026
H2 0.1134 4.2556 6.2603
H3 2.4055 3.3311 6.1421
H4 3.0939 2.0303 4.1405
H5 1.5193 1.7024 2.2840
H6 -1.5018 5.4303 1.5105
H7 -3.3662 6.9738 2.0387
H8 -5.5108 6.0746 2.8997
H9 -5.7654 3.6241 3.2168
H10 -3.8973 2.1205 2.6831
H11 -3.6528 1.2687 4.7329
H12 -3.1433 1.9039 7.0364
H13 -0.9578 1.2956 8.0418
H14 0.6929 0.0360 6.6922
H15 0.1384 -0.6610 4.3914
H16 -4.0963 -1.4576 4.4749
H17 -6.5150 -1.8536 4.2754
H18 -7.7328 -1.1114 2.2471
H19 -6.5028 0.0642 0.4472
H20 -4.0646 0.5196 0.7079
O1 -0.8062 -0.9790 -2.0380
S3 -1.8093 -0.8677 -3.1320
C26 -3.0591 -2.1170 -2.7315
C27 -2.4543 -3.4237 -2.2256
C28 -2.0799 -3.3913 -0.7389
C29 -0.7815 -4.1076 -0.4010
S4 0.6677 -3.2843 -1.1318
O2 1.2266 -2.3766 -0.0882
C30 1.7612 -4.6993 -1.2022
C31 2.7848 -4.8116 -0.2798
C32 3.6560 -5.8875 -0.3697
C33 3.4976 -6.8341 -1.3703
C34 2.4703 -6.7051 -2.2954
C35 1.6043 -5.6276 -2.2197
C36 -1.0986 -1.6761 -4.5685
C37 -1.8411 -1.8214 -5.7313
C38 -1.2457 -2.3703 -6.8551
C39 0.0906 -2.7516 -6.8173
C40 0.8288 -2.5784 -5.6578
C41 0.2381 -2.0349 -4.5256
H21 -3.6594 -2.2457 -3.6324
H22 -3.6879 -1.6511 -1.9708
H23 -1.5900 -3.6768 -2.8473
H24 -3.1902 -4.2143 -2.4030
H25 -2.8671 -3.8649 -0.1464
H26 -2.0241 -2.3745 -0.3561
H27 -0.7792 -5.1479 -0.7308
H28 -0.5918 -4.0485 0.6715
H29 2.8907 -4.0443 0.4730
H30 4.4656 -5.9824 0.3413
H31 4.1852 -7.6657 -1.4411
H32 2.3601 -7.4312 -3.0899
H33 0.8180 -5.4999 -2.9539
H34 -2.8688 -1.4850 -5.7756
H35 -1.8195 -2.4824 -7.7651
H36 0.5580 -3.1696 -7.6983
H37 1.8761 -2.8550 -5.6331
H38 0.7972 -1.8683 -3.6151
F1 4.5462 0.6459 -6.3782
C42 4.3653 -0.5033 -5.6955
C43 3.8295 -0.4779 -4.4200
C44 3.7334 -1.7041 -3.7829
F2 3.2287 -1.8180 -2.5519
C45 4.1603 -2.8880 -4.3742
F3 4.0682 -4.0588 -3.7207
C46 4.6820 -2.8657 -5.6586
F4 5.0838 -4.0103 -6.2497
C47 4.7833 -1.6592 -6.3332
F5 5.2985 -1.6256 -7.5768
Ge1 3.3581 1.2820 -3.5574
S5 2.4424 1.3311 -1.6889
C48 5.1126 2.2549 -3.5536
C49 6.3575 1.6604 -3.5180
F6 6.4998 0.3268 -3.6667
C50 7.5335 2.3731 -3.3260
F7 8.7255 1.7507 -3.3056
C51 7.4739 3.7445 -3.1579
F8 8.6022 4.4567 -2.9786
C52 6.2437 4.3817 -3.1788
F9 6.1848 5.7135 -3.0224
C53 5.0969 3.6283 -3.3700
F10 3.9338 4.2940 -3.3734
C54 2.3041 2.1094 -5.0576
C55 2.7709 2.9756 -6.0319
F11 4.0723 3.3084 -6.1070
C56 1.9545 3.5308 -7.0057
F12 2.4572 4.3593 -7.9397
C57 0.6075 3.2125 -7.0298
F13 -0.1932 3.7310 -7.9809
C58 0.0982 2.3406 -6.0813
F14 -1.2034 2.0082 -6.1044
C59 0.9525 1.8144 -5.1236
F15 0.4051 0.9584 -4.2518

Cartesian forces (eV/Å) of the 6 atoms listed first:
0.27 1.03 0.60
0.03 0.21 0.13
-0.10 -0.36 -0.15
-0.53 0.36 0.88
0.04 0.06 -0.33
-0.12 -0.16 0.09

Relative energy (zero: lowest compared OMol25 entry of this formula, charge and spin) (kJ/mol): 76.9
Maximum force (eV/Å): 1.22
Charge: -2
Gap between HOMO and LUMO (eV): 5.01


[2]
Below is a molecular structure, C59H42N3O2RuS5, with properties calculated with ωB97M-V/def2-TZVPD.

Positions of all 112 atoms, in Å:
Ru1 -0.5331 -0.0618 0.8578
S1 1.0939 -1.0007 2.2793
C1 -0.0512 -2.3236 2.4523
C2 0.0024 -3.3633 3.3648
C3 -1.0349 -4.2867 3.3389
C4 -2.0728 -4.1332 2.4290
C5 -2.0508 -3.0565 1.5584
N1 -1.0456 -2.1803 1.5672
H1 0.8137 -3.4373 4.0747
H2 -1.0383 -5.1156 4.0334
H3 -2.8925 -4.8354 2.3928
H4 -2.8401 -2.8894 0.8367
C6 -3.8705 4.7730 -1.6004
C7 -2.6008 4.0759 -1.2254
C8 -2.1492 4.0990 0.0932
C9 -1.0001 3.4230 0.4695
C10 -0.2963 2.7143 -0.5019
C11 -0.7072 2.6976 -1.8349
C12 -1.8535 3.3840 -2.1828
S2 1.0246 1.6882 0.0650
O1 1.3656 2.0355 1.4604
C13 2.3165 1.8940 -1.1309
C14 2.3730 3.1023 -1.8771
C15 3.3360 3.2507 -2.8295
C16 4.2539 2.2120 -3.1108
C17 5.2315 2.3576 -4.1227
C18 6.1214 1.3529 -4.3734
C19 6.0775 0.1566 -3.6261
C20 5.1563 -0.0058 -2.6303
C21 4.2158 1.0193 -2.3482
C22 3.2477 0.8873 -1.3116
C23 3.3852 -0.2446 -0.3603
C24 4.4633 -0.1604 0.6037
C25 5.2976 0.9666 0.6972
C26 6.3315 0.9980 1.6083
C27 6.5903 -0.0910 2.4583
C28 5.7863 -1.1952 2.4028
C29 4.6992 -1.2444 1.4902
C30 3.8282 -2.3359 1.4725
C31 2.7192 -2.3455 0.6365
C32 2.5426 -1.3175 -0.3327
S3 1.0398 -1.3021 -1.2767
O2 -1.8492 -0.3869 -2.2039
C33 0.8575 -2.9487 -1.9071
C34 0.2846 -3.9825 -1.1704
C35 0.1819 -5.2418 -1.7284
C36 0.6395 -5.4963 -3.0246
C37 0.5251 -6.8684 -3.6123
C38 1.1910 -4.4443 -3.7502
C39 1.3027 -3.1771 -3.2046
H5 -3.8126 5.8344 -1.3559
H6 -4.7123 4.3628 -1.0372
H7 -4.0879 4.6729 -2.6615
H8 -2.7008 4.6665 0.8329
H9 -0.6363 3.4543 1.4881
H10 -0.1412 2.1621 -2.5877
H11 -2.1872 3.3747 -3.2122
H12 1.6712 3.8956 -1.6813
H13 3.4065 4.1733 -3.3902
H14 5.2656 3.2778 -4.6899
H15 6.8679 1.4699 -5.1464
H16 6.7849 -0.6307 -3.8434
H17 5.1401 -0.9218 -2.0561
H18 5.1324 1.8193 0.0547
H19 6.9594 1.8759 1.6710
H20 7.4179 -0.0435 3.1514
H21 5.9591 -2.0421 3.0536
H22 4.0079 -3.1713 2.1370
H23 2.0671 -3.2076 0.6082
H24 -0.0748 -3.8062 -0.1647
H25 -0.2536 -6.0482 -1.1537
H26 0.8491 -7.6245 -2.8984
H27 1.1230 -6.9668 -4.5152
H28 -0.5129 -7.0847 -3.8706
H29 1.5466 -4.6212 -4.7563
H30 1.7442 -2.3733 -3.7784
S4 0.0979 1.0642 6.5087
C40 -0.1836 1.3414 8.1708
C41 -1.4892 1.6455 8.4281
C42 -2.2836 1.6507 7.2579
C43 -1.5645 1.3469 6.1282
C44 -2.0651 1.2488 4.7625
C45 -1.2368 0.7386 3.7402
N2 -1.6285 0.6070 2.4804
C46 -2.9002 0.9835 2.1417
C47 -3.7927 1.5112 3.0852
C48 -5.1052 1.8884 2.6510
C49 -5.4807 1.7223 1.3614
C50 -4.5788 1.1776 0.3917
C51 -4.9155 0.9934 -0.9651
C52 -4.0117 0.5081 -1.8799
C53 -2.7234 0.1353 -1.3626
N3 -2.3659 0.2965 -0.0921
C54 -3.2965 0.8177 0.7870
C55 -4.3278 0.4296 -3.3039
C56 -3.6817 -0.2096 -4.3365
C57 -4.3203 -0.0134 -5.5823
C58 -5.4332 0.7716 -5.4859
S5 -5.7214 1.2774 -3.8860
C59 -3.3452 1.6408 4.4052
H31 0.6330 1.2744 8.8700
H32 -1.8685 1.8580 9.4145
H33 -3.3410 1.8630 7.2667
H34 -0.2184 0.4550 3.9620
H35 -5.7944 2.2961 3.3777
H36 -6.4749 1.9999 1.0400
H37 -5.9132 1.2646 -1.2863
H38 -1.0076 -0.5720 -1.7563
H39 -2.8005 -0.8146 -4.2226
H40 -3.9729 -0.4422 -6.5082
H41 -6.1050 1.0740 -6.2717
H42 -4.0154 2.0569 5.1450

Cartesian forces (eV/Å) of the 6 atoms listed first:
0.25 -0.27 -0.24
0.31 -0.27 0.28
0.03 0.03 0.03
-0.02 0.01 -0.04
0.04 0.02 0.00
-0.02 0.00 -0.04

Relative energy (zero: lowest compared OMol25 entry of this formula, charge and spin) (kJ/mol): 20.9
Maximum force (eV/Å): 0.59
2S+1: 5
Charge: +3
Gap between HOMO and LUMO (spin up / spin down) (eV): 5.92 / 3.86


[3]
Below is a molecular structure, C59H42N3O2RuS5, with properties calculated with ωB97M-V/def2-TZVPD.

Positions of all 112 atoms, in Å:
Ru1 1.0914 1.0899 1.1532
S1 3.5647 0.9646 0.5410
C1 3.5033 2.6288 0.2350
C2 4.5527 3.3594 -0.3385
C3 4.3342 4.7018 -0.6131
C4 3.1036 5.2532 -0.3035
C5 2.1106 4.4554 0.2928
N1 2.3026 3.1826 0.5622
H1 5.4945 2.8757 -0.5578
H2 5.1112 5.3048 -1.0632
H3 2.8950 6.2943 -0.5091
H4 1.1504 4.8805 0.5622
C6 5.1855 -6.2801 -1.3000
C7 4.2554 -5.1198 -1.0978
C8 4.1001 -4.1529 -2.0868
C9 3.2242 -3.0918 -1.9155
C10 2.4851 -3.0149 -0.7404
C11 2.6223 -3.9649 0.2702
C12 3.5120 -5.0028 0.0830
S2 1.3495 -1.6908 -0.6714
O1 1.4728 -1.0509 0.7521
C13 -0.2452 -2.4822 -0.6666
C14 -0.6677 -3.1852 0.4836
C15 -1.9136 -3.7332 0.4966
C16 -2.7927 -3.5778 -0.6051
C17 -4.1018 -4.1172 -0.5760
C18 -4.9586 -3.9115 -1.6155
C19 -4.5495 -3.1558 -2.7386
C20 -3.2921 -2.6322 -2.8027
C21 -2.3740 -2.8372 -1.7385
C22 -1.0602 -2.2830 -1.7567
C23 -0.6212 -1.4052 -2.8892
C24 -0.2772 -1.9504 -4.1583
C25 -0.3938 -3.3384 -4.4340
C26 -0.0523 -3.8265 -5.6605
C27 0.4294 -2.9609 -6.6700
C28 0.5715 -1.6271 -6.4260
C29 0.2267 -1.0868 -5.1641
C30 0.4076 0.2929 -4.8850
C31 0.0848 0.8122 -3.6688
C32 -0.4634 -0.0533 -2.6959
S3 -0.8073 0.5464 -1.0745
O2 0.3523 1.5697 -0.7693
C33 -2.3101 1.4312 -1.2239
C34 -3.2671 1.1585 -0.2532
C35 -4.4876 1.8177 -0.3032
C36 -4.7612 2.7382 -1.3097
C37 -6.0823 3.4456 -1.3755
C38 -3.7800 2.9888 -2.2798
C39 -2.5600 2.3469 -2.2497
H5 6.0148 -6.0149 -1.9531
H6 4.6502 -7.1098 -1.7666
H7 5.5859 -6.6390 -0.3536
H8 4.6788 -4.2248 -2.9988
H9 3.1108 -2.3404 -2.6879
H10 2.0508 -3.8952 1.1857
H11 3.6329 -5.7469 0.8606
H12 -0.0132 -3.2770 1.3390
H13 -2.2524 -4.2932 1.3596
H14 -4.4098 -4.6974 0.2846
H15 -5.9571 -4.3263 -1.5853
H16 -5.2401 -3.0015 -3.5570
H17 -2.9844 -2.0673 -3.6731
H18 -0.7617 -4.0065 -3.6663
H19 -0.1538 -4.8834 -5.8681
H20 0.6889 -3.3646 -7.6394
H21 0.9499 -0.9642 -7.1939
H22 0.8217 0.9314 -5.6555
H23 0.2597 1.8552 -3.4432
H24 -3.0671 0.4284 0.5230
H25 -5.2404 1.6059 0.4453
H26 -6.7108 3.2033 -0.5216
H27 -6.6180 3.1656 -2.2841
H28 -5.9403 4.5268 -1.4052
H29 -3.9900 3.6948 -3.0747
H30 -1.8256 2.5407 -3.0187
S4 -3.1663 6.6620 2.2907
C40 -3.9024 7.2190 0.8616
C41 -3.6653 6.3915 -0.1951
C42 -2.8690 5.2785 0.1703
C43 -2.5191 5.2857 1.4948
C44 -1.7087 4.2955 2.2060
C45 -0.9894 3.3376 1.4664
N2 -0.2228 2.4250 2.0422
C46 -0.1064 2.3988 3.3977
C47 -0.7891 3.2898 4.2151
C48 -0.6288 3.1665 5.6436
C49 0.1543 2.2041 6.1762
C50 0.8693 1.2755 5.3341
C51 1.6745 0.2283 5.8083
C52 2.3184 -0.6393 4.9373
C53 2.1580 -0.3988 3.5628
N3 1.4037 0.5893 3.0950
C54 0.7427 1.4093 3.9593
C55 3.1492 -1.7569 5.3802
C56 3.6588 -2.7756 4.6164
C57 4.4157 -3.7044 5.3692
C58 4.4635 -3.3711 6.6893
S5 3.5991 -1.9457 7.0247
C59 -1.5980 4.2482 3.5856
H31 -4.4701 8.1361 0.8711
H32 -4.0446 6.5738 -1.1895
H33 -2.5926 4.4949 -0.5223
H34 -1.0407 3.3037 0.3867
H35 -1.1569 3.8604 6.2843
H36 0.2568 2.1119 7.2496
H37 1.7775 0.0941 6.8795
H38 2.6532 -1.0073 2.8200
H39 3.4984 -2.8715 3.5504
H40 4.8996 -4.5770 4.9578
H41 4.9692 -3.8934 7.4860
H42 -2.1454 4.9554 4.1989

Cartesian forces (eV/Å) of the 6 atoms listed first:
0.04 -0.20 -0.25
0.15 -0.13 -0.07
-0.03 0.11 0.00
-0.07 0.05 0.05
0.01 -0.02 0.00
-0.05 0.03 0.03

Relative energy (zero: lowest compared OMol25 entry of this formula, charge and spin) (kJ/mol): 0.0
Maximum force (eV/Å): 0.51
2S+1: 5
Charge: +3
Gap between HOMO and LUMO (spin up / spin down) (eV): 6.71 / 4.11


[4]
Below is a molecular structure, C59H48BrN3O4Ru, with properties calculated with ωB97M-V/def2-TZVPD.

Positions of all 116 atoms, in Å:
Ru1 -0.3700 0.2225 0.1983
O1 -1.1041 0.3229 -1.7066
C1 -2.1737 0.8592 -2.3671
C2 -3.1745 1.5135 -1.3494
C3 -2.5538 2.7196 -0.7168
C4 -3.0083 4.0069 -0.9910
C5 -2.3378 5.0885 -0.4472
C6 -1.2123 4.8646 0.3222
C7 -0.8149 3.5528 0.5721
C8 0.4271 3.2480 1.3341
C9 1.5385 2.7134 0.3417
O2 1.0917 1.6204 -0.3295
C10 1.8221 3.8782 -0.6300
C11 1.0323 3.9868 -1.7679
C12 1.1546 5.0739 -2.6171
C13 2.0924 6.0600 -2.3509
C14 2.9172 5.9387 -1.2439
C15 2.7783 4.8575 -0.3851
C16 2.8364 2.3723 1.0942
C17 3.6408 1.3932 0.5144
C18 4.8345 1.0080 1.0986
C19 5.2517 1.6022 2.2812
C20 4.4647 2.5834 2.8614
C21 3.2640 2.9658 2.2775
N1 -1.5046 2.5164 0.0850
C22 -2.8833 -0.3153 -3.0807
C23 -3.0215 -0.4088 -4.4615
C24 -3.5331 -1.5604 -5.0438
C25 -3.9092 -2.6377 -4.2603
C26 -3.7726 -2.5519 -2.8827
C27 -3.2659 -1.4034 -2.3027
C28 -1.7189 1.8579 -3.4362
C29 -0.4286 1.7544 -3.9428
C30 -0.0179 2.5542 -4.9970
C31 -0.8862 3.4783 -5.5570
C32 -2.1683 3.6033 -5.0444
C33 -2.5806 2.7936 -3.9977
H1 -4.1236 1.7534 -1.8312
H2 -3.3456 0.7576 -0.5841
H3 -3.8721 4.1607 -1.6219
H4 -2.6820 6.0965 -0.6380
H5 -0.6411 5.6888 0.7240
H6 0.7828 4.1309 1.8659
H7 0.2128 2.4325 2.0279
H8 0.3223 3.2013 -1.9786
H9 0.5153 5.1459 -3.4873
H10 2.1857 6.9182 -3.0050
H11 3.6765 6.6880 -1.0514
H12 3.4256 4.7831 0.4783
H13 3.2947 0.9301 -0.3997
H14 5.4390 0.2389 0.6329
H15 6.1813 1.2994 2.7485
H16 4.7838 3.0496 3.7865
H17 2.6582 3.7164 2.7696
H18 -2.7063 0.4038 -5.0996
H19 -3.6143 -1.6229 -6.1220
H20 -4.2994 -3.5386 -4.7169
H21 -4.0363 -3.3914 -2.2525
H22 -3.1229 -1.3661 -1.2325
H23 0.2435 1.0353 -3.4952
H24 0.9884 2.4512 -5.3811
H25 -0.5727 4.0901 -6.3938
H26 -2.8552 4.3245 -5.4710
H27 -3.5973 2.8834 -3.6432
O3 3.2395 -0.0487 4.6628
C34 1.9897 -0.1595 5.2100
C35 1.8041 -0.3138 6.5777
C36 0.5246 -0.4512 7.0939
C37 -0.5709 -0.4388 6.2457
C38 -0.3809 -0.2764 4.8814
C39 0.8904 -0.1263 4.3546
C40 1.0747 0.0590 2.8524
O4 -0.0594 0.4872 2.2715
N2 1.4835 -1.2506 2.3178
N3 1.4313 -1.3255 0.9674
C41 2.2251 -2.2059 0.4245
C42 2.2916 -2.5400 -0.9314
Br1 1.1044 -1.5464 -2.0989
C43 3.0722 -3.5123 -1.5249
C44 4.3247 -4.0254 -1.0812
C45 5.1212 -3.4164 -0.0867
C46 6.3743 -3.8982 0.2222
C47 6.8936 -5.0099 -0.4308
C48 6.1212 -5.6392 -1.4015
C49 4.8693 -5.1634 -1.7190
H28 3.8961 -0.0588 5.3665
H29 2.6640 -0.3312 7.2400
H30 0.3889 -0.5658 8.1622
H31 -1.5692 -0.5482 6.6480
H32 -1.2066 -0.2531 4.1819
H33 1.9231 0.7591 2.7004
H34 2.3686 -1.5624 2.7168
H35 2.8526 -2.7893 1.1009
H36 2.6997 -3.8977 -2.4659
H37 4.7627 -2.5209 0.4002
H38 6.9669 -3.3950 0.9769
H39 7.8886 -5.3664 -0.2002
H40 6.5140 -6.5103 -1.9118
H41 4.2770 -5.6599 -2.4779
C50 -2.8240 -4.9255 0.8807
C51 -1.6968 -4.3937 0.2270
C52 -1.4490 -3.0504 0.2672
C53 -2.3050 -2.1564 0.9528
C54 -2.0391 -0.7530 0.9896
C55 -2.9317 0.0333 1.6886
C56 -4.0879 -0.4904 2.2970
C57 -4.3539 -1.8305 2.2478
C58 -3.4540 -2.7006 1.5970
C59 -3.6766 -4.0966 1.5533
H42 -3.0075 -5.9927 0.8513
H43 -1.0232 -5.0579 -0.2997
H44 -0.5872 -2.6295 -0.2305
H45 -2.7453 1.0978 1.7816
H46 -4.7702 0.1826 2.8058
H47 -5.2490 -2.2397 2.7034
H48 -4.5464 -4.4934 2.0653

Cartesian forces (eV/Å) of the 6 atoms listed first:
-1.70 3.05 1.86
1.29 -0.88 -0.10
-0.57 -0.04 0.30
0.32 -0.05 -0.25
-0.26 0.07 -0.11
0.06 0.03 0.15

Relative energy (zero: lowest compared OMol25 entry of this formula, charge and spin) (kJ/mol): 0.0
Maximum force (eV/Å): 3.96
2S+1: 2
Charge: -1
Gap between HOMO and LUMO (spin up / spin down) (eV): 6.41 / 6.34